Record 1
Below is a gas-phase ion, C6H9N2O2S (charge +1), with properties calculated with ωB97M-V with the def2-TZVPD basis set.

Geometry as XYZ:
```
20
Properties=species:S:1:pos:R:3:lowdin_charge:R:1
C -0.72 0.01 -1.07 -0.02
C 0.37 -0.35 -0.41 -0.25
C -0.21 -1.46 -2.76 -0.52
C -1.49 1.05 -0.37 -0.09
C 1.34 -1.35 -0.98 -0.11
C 0.52 0.43 0.88 -0.07
N 0.66 -2.12 -2.01 0.06
N -0.86 1.02 1.04 0.08
O -1.32 0.73 -3.74 -0.42
O -1.19 -1.93 -3.52 -0.12
S -0.57 -0.40 -4.16 1.12
H -1.31 2.02 -0.84 0.14
H -2.56 0.86 -0.31 0.13
H 2.19 -0.83 -1.44 0.14
H 1.73 -2.04 -0.22 0.13
H 0.78 -0.18 1.75 0.14
H 1.24 1.24 0.77 0.14
H 0.40 -3.07 -1.77 0.17
H -0.84 1.93 1.50 0.18
H -1.43 0.38 1.60 0.18
```

As for the largest force on an atom: 2.70 eV/A. The calculation puts the frontier orbital gap (spin up / spin down) at 0.324 / 0.324 hartree. The total energy comes out at -24267.2728 eV. The total charge is +1. The HOMO energy (spin up / spin down) is -12.21 / -12.21 eV. The LUMO energy (spin up / spin down) is -3.4 / -3.4 eV. The spin multiplicity is 1.



Record 2
Below is 2 unconnected molecules or ions with the total composition C6H9N2O4, with properties calculated with ωB97M-V with the def2-TZVPD basis set.

Geometry as XYZ:
```
21
Properties=species:S:1:pos:R:3:lowdin_charge:R:1
C -0.51 0.67 0.94 -0.14
C -0.90 1.52 -0.11 -0.58
C -1.05 2.71 1.86 -0.54
C 2.33 -2.30 -0.91 -0.11
C 0.96 -1.90 -0.51 -0.18
C -0.08 -1.38 -1.16 -0.53
N -0.60 1.48 2.13 0.05
N -1.11 2.74 0.40 0.15
O -1.02 1.30 -1.34 -0.06
O -1.23 3.61 2.69 -0.04
O -0.07 -1.04 -2.48 0.03
O -1.26 -1.33 -0.52 -0.04
H 2.17 -3.36 -1.30 0.09
H 2.95 -2.40 -0.07 0.03
H 2.64 -1.59 -1.68 0.08
H 0.45 -0.15 0.95 0.17
H 0.62 -2.26 0.40 0.08
H -0.72 0.98 3.03 0.15
H -1.55 3.63 -0.09 0.20
H -0.82 -0.34 -2.47 0.13
H -1.20 -0.59 0.23 0.04
```

As for the largest force on an atom: 5.94 eV/A. The calculation puts the frontier orbital gap at 0.253 hartree. The total energy comes out at -17538.0936 eV. The total charge is -1. The HOMO energy is -3.16 eV. The LUMO energy is 3.7 eV. The spin multiplicity is 1.



Record 3
Below is C6H9N3 in the gas phase, with properties calculated with ωB97M-V with the def2-TZVPD basis set.

Geometry as XYZ:
```
18
Properties=species:S:1:pos:R:3:lowdin_charge:R:1
C -0.62 2.29 -1.10 0.25
C -0.43 0.80 -0.98 -0.51
C 0.13 1.51 -2.12 -0.14
C 0.43 0.17 0.17 -0.21
C 0.37 1.02 1.40 -0.05
C -0.03 -2.24 1.04 -0.04
N -1.45 -0.13 -1.26 0.06
N -1.42 -1.09 -0.50 0.03
N -0.43 -1.04 0.41 -0.18
H -0.25 1.34 -3.13 0.13
H 1.08 1.76 -2.33 0.06
H 1.37 -0.35 -0.23 0.17
H 0.66 0.57 2.28 0.05
H -0.73 1.27 1.59 0.14
H 1.04 1.75 1.27 0.04
H -0.03 -2.10 2.08 0.08
H -0.61 -2.91 0.58 0.05
H 0.93 -2.60 0.81 0.07
```

As for the largest force on an atom: 4.41 eV/A. The calculation puts the frontier orbital gap at 0.276 hartree. The total energy comes out at -10830.5354 eV. The total charge is 0. The HOMO energy is -8.35 eV. The LUMO energy is -0.8 eV. The spin multiplicity is 1.



Record 4
Below is a molecular structure, C6H9N3, with properties calculated with ωB97M-V with the def2-TZVPD basis set.

Geometry as XYZ:
```
18
Properties=species:S:1:pos:R:3:lowdin_charge:R:1
C 3.61 0.44 -0.10 -0.20
C 1.69 -1.00 0.01 -0.19
C 0.15 -1.27 0.34 -0.01
C -0.87 -0.43 -0.04 -0.41
C -2.22 -0.69 -0.03 -0.08
C -3.50 -0.62 -0.19 0.15
H 4.20 -0.50 -0.88 0.12
H 3.93 1.72 -0.57 0.14
H 3.77 0.18 1.49 0.19
H 2.26 -1.99 -0.28 0.13
H -0.15 -2.28 0.09 0.07
H 0.41 1.00 -0.30 0.03
H -2.61 1.60 -0.29 0.17
H -1.65 1.75 1.20 0.07
H -4.54 -0.77 0.06 0.04
N 2.19 0.16 0.02 -0.19
N -0.53 0.86 -0.26 -0.03
N -1.48 1.94 0.16 -0.01
```

As for the largest force on an atom: 9.46 eV/A. The calculation puts the frontier orbital gap at 0.290 hartree. The total energy comes out at -10827.8209 eV. The total charge is 0. The HOMO energy is -8.15 eV. The LUMO energy is -0.2 eV. The spin multiplicity is 1.



Taking the records one at a time from the top gives energy relative to the best compared isomer or geometry (same formula, charge and spin) values of 284.4, 251.1, 684.2, 946.1 kJ/mol.